## P
C5H12NO2 | the ωB97M-V functional and the def2-TZVPD basis

Values from the calculation:
Charge ... -1
HOMO ... -2.55 eV
Spin multiplicity ... 1

Geometry as XYZ:
```
20
Properties=species:S:1:pos:R:3:nbo_charge:R:1
C -2.117 -0.269 -0.609 -0.128
O -3.060 0.774 -0.752 -0.750
C -0.936 0.234 0.240 0.275
C 0.142 -0.806 0.490 -0.463
C 1.586 -0.361 0.679 -0.436
C 2.504 -0.365 -0.554 0.016
O 3.752 0.032 -0.347 -0.930
N -1.443 0.899 1.265 -0.784
H -1.656 -0.440 -1.590 0.171
H -2.570 -1.181 -0.223 0.185
H -2.799 1.302 0.042 0.478
H -0.404 1.296 -0.470 -0.008
H -0.209 -1.395 1.332 0.228
H 0.107 -1.486 -0.377 0.198
H 2.083 -1.024 1.395 0.196
H 1.555 0.590 1.232 0.177
H 2.368 -1.435 -0.946 0.046
H 2.011 0.271 -1.364 0.052
H 0.016 1.662 -1.050 0.123
H -0.929 1.703 1.607 0.355
```



## Q
C5H12NO2 | the ωB97M-V functional and the def2-TZVPD basis

Values from the calculation:
Charge ... -1
HOMO ... -3.67 eV
Spin multiplicity ... 1

Geometry as XYZ:
```
20
Properties=species:S:1:pos:R:3:nbo_charge:R:1
C -1.572 -1.431 1.258 -0.423
N -2.495 -0.486 0.568 -0.684
C -1.902 0.852 0.327 0.113
O -0.726 0.853 -0.398 -0.918
H -0.715 -1.743 0.612 0.190
H -2.173 -2.341 1.559 0.160
H -1.170 -0.962 2.181 0.197
H -2.818 -0.923 -0.295 0.336
H -1.756 1.385 1.297 0.106
H -2.733 1.485 -0.132 0.100
C 2.155 0.635 0.084 -0.109
O 1.150 0.364 1.042 -0.811
C 2.224 -0.456 -0.977 -0.185
C 1.571 -0.320 -2.182 -0.427
H 3.104 0.809 0.624 0.151
H 1.858 1.583 -0.469 0.151
H 0.289 0.549 0.432 0.486
H 2.831 -1.363 -0.749 0.169
H 1.618 -1.000 -3.022 0.174
H 0.882 0.505 -2.225 0.223
```



List of relative energies, unit kJ/mol: P 313.0; Q 0.0



## P
C5H12NO2 | the ωB97M-V functional and the def2-TZVPD basis

Values from the calculation:
Charge ... -1
HOMO ... -3.41 eV
Spin multiplicity ... 1

Geometry as XYZ:
```
20
Properties=species:S:1:pos:R:3:nbo_charge:R:1
C -0.964 0.861 1.194 -0.026
O -0.519 2.116 0.761 -0.931
C 0.210 -0.117 1.496 -0.435
C 0.013 -1.552 0.772 -0.430
C -0.433 -1.715 -0.573 -0.256
C 1.267 -0.474 -1.742 -0.035
N 0.182 -1.021 -1.716 -0.400
H -1.616 0.903 2.172 0.078
H -1.744 0.297 0.572 0.097
H 0.566 -0.220 2.434 0.181
H 0.991 0.509 1.122 0.215
H -0.616 -2.079 1.481 0.206
H 1.132 -1.845 0.824 0.176
H -1.555 -1.542 -0.428 0.199
H -0.405 -2.682 -0.979 0.203
H 1.811 -0.401 -2.686 0.132
H 1.855 -0.027 -0.947 0.138
H 0.667 3.179 -1.536 0.429
H -0.504 2.548 -0.689 0.516
O -0.339 3.261 -1.533 -1.057
```



## Q
C5H12NO2 | the ωB97M-V functional and the def2-TZVPD basis

Values from the calculation:
Charge ... -1
HOMO ... -2.52 eV
Spin multiplicity ... 1

Geometry as XYZ:
```
20
Properties=species:S:1:pos:R:3:nbo_charge:R:1
C 0.171 -1.025 0.172 -0.208
C -1.164 -0.279 0.200 -0.494
C -1.126 0.913 -0.714 -0.123
C -1.715 0.935 -1.901 -0.486
N 1.234 -0.332 0.894 -0.727
C 0.968 -0.146 2.395 0.127
O -0.184 -0.697 2.811 -0.955
H 0.533 -1.116 -0.854 0.165
H -0.038 -1.989 0.654 0.185
H -1.326 -0.041 1.253 0.296
H -2.017 -0.919 -0.058 0.181
H -0.487 1.706 -0.331 0.204
H -1.524 1.747 -2.606 0.170
H -2.336 0.140 -2.305 0.185
H 2.135 -0.753 0.715 0.338
H 1.815 -0.649 2.915 0.071
H 0.944 0.947 2.560 0.075
H 1.316 0.646 -2.056 0.486
H 0.447 0.882 -3.288 0.470
O 1.339 0.641 -3.025 -0.960
```



List of relative energies, unit kJ/mol: P 142.4; Q 0.0



## P
C5H15N2 | the ωB97M-V functional and the def2-TZVPD basis

Values from the calculation:
⟨S²⟩ ... 0.860
Charge ... +2
HOMO (alpha / beta) ... -18.66 / -18.54 eV
Spin multiplicity ... 2

Geometry as XYZ:
```
22
Properties=species:S:1:pos:R:3:nbo_charge:R:1
N -0.651 1.874 -0.704 -0.195
C -0.889 0.531 -1.218 -0.132
C -1.219 0.513 -2.770 -0.643
C 0.452 -0.224 -0.935 -0.405
N 0.875 -0.233 0.453 0.188
C 2.305 -0.316 0.659 -0.528
C -0.775 -1.226 3.243 -0.858
H -1.419 -2.147 3.094 0.254
H -1.404 2.460 -0.442 0.440
H -0.076 1.679 0.017 0.375
H -1.738 -0.038 -0.698 0.360
H -0.438 1.077 -3.360 0.261
H -2.170 1.102 -3.015 0.293
H -1.107 -0.467 -3.270 0.284
H 1.279 0.217 -1.571 0.289
H 0.359 -1.250 -1.347 0.376
H 2.578 -0.619 1.563 0.284
H 3.056 0.585 0.447 0.409
H 2.606 -0.988 -0.106 0.295
H -0.298 -0.778 2.336 0.169
H -1.278 -0.279 3.572 0.238
H -0.049 -1.474 4.052 0.248
```



## Q
C5H15N2 | the ωB97M-V functional and the def2-TZVPD basis

Values from the calculation:
⟨S²⟩ ... 0.755
Charge ... +2
HOMO (alpha / beta) ... -18.81 / -18.80 eV
Spin multiplicity ... 2

Geometry as XYZ:
```
22
Properties=species:S:1:pos:R:3:nbo_charge:R:1
N -0.134 1.935 -1.954 -0.262
C -1.377 1.060 -1.716 -0.329
C -0.766 -0.147 -0.946 -0.201
N -0.543 0.393 0.544 -0.507
C -0.355 -0.812 1.390 -0.270
C 0.886 -1.717 1.288 -0.440
C 2.232 -0.894 1.440 -0.604
H -1.336 0.920 0.814 0.434
H 0.288 2.000 -2.952 0.475
H -0.638 2.809 -1.901 0.423
H -2.116 1.500 -0.986 0.256
H -1.993 0.613 -2.661 0.380
H -1.464 -0.932 -0.987 0.270
H 0.155 -0.384 -1.474 0.261
H 0.238 1.037 0.693 0.448
H -1.242 -1.396 1.077 0.222
H -0.439 -0.709 2.503 0.284
H 0.965 -2.325 0.366 0.229
H 0.983 -2.360 2.236 0.284
H 2.546 -0.496 0.471 0.194
H 3.007 -1.441 1.808 0.254
H 2.060 -0.074 2.120 0.200
```



List of relative energies, unit kJ/mol: P 364.2; Q 0.0



## P
C4H7NOS | the ωB97M-V functional and the def2-TZVPD basis

Values from the calculation:
SMILES string ... ONC(=S)C1CC1
HOMO ... -8.48 eV
Spin multiplicity ... 1

Geometry as XYZ:
```
14
Properties=species:S:1:pos:R:3:nbo_charge:R:1
C 1.363 -0.018 0.106 0.097
C -1.478 -0.409 -0.713 -0.425
C -1.067 -1.399 0.361 -0.424
C -0.503 -0.008 0.382 -0.277
N 1.859 1.167 0.086 -0.288
O 1.094 2.320 0.044 -0.537
S 2.224 -1.435 -0.039 -0.171
H -1.074 -0.724 -1.678 0.219
H -2.384 0.128 -0.856 0.218
H -1.681 -1.739 1.240 0.233
H -0.371 -2.004 -0.191 0.252
H -0.875 0.660 1.029 0.205
H 2.746 1.507 0.347 0.409
H 0.148 1.953 -0.119 0.488
```



## Q
C4H7NOS | the ωB97M-V functional and the def2-TZVPD basis

Values from the calculation:
SMILES string ... C[C@@]1(O)N=CCS1
HOMO ... -8.83 eV
Spin multiplicity ... 1

Geometry as XYZ:
```
14
Properties=species:S:1:pos:R:3:nbo_charge:R:1
C 0.049 -1.560 0.905 0.202
C -0.545 -0.530 1.875 -0.660
C -0.140 0.152 -0.570 0.316
C 0.996 1.122 -1.223 -0.617
N 0.322 -1.073 -0.227 -0.445
O -1.403 0.005 -1.603 -0.762
S -0.804 0.940 1.000 0.182
H 0.369 -2.431 1.369 0.196
H -1.451 -0.969 2.172 0.236
H 0.242 -0.397 2.680 0.240
H 0.546 1.997 -1.480 0.205
H 1.506 0.685 -2.133 0.221
H 1.769 1.309 -0.545 0.219
H -1.455 0.749 -2.218 0.467
```



List of relative energies, unit kJ/mol: P 250.2; Q 0.0